[1]
An isolated molecule of C5H8O2S at a distorted geometry, computed with ωB97M-V/def2-TZVPD.

Each line ends with the natural charge from an NBO analysis.
Cartesian coordinates (Å):
C 1.4972 0.9169 1.1190  -0.708
C 1.2382 -0.0075 -0.0504  -0.042
S 2.1912 -1.2670 -0.4444  0.039
C 0.0325 0.3828 -0.9033  -0.024
O -0.1587 1.8251 -0.8049  -0.707
C -1.2791 -0.3617 -0.4883  0.030
C -1.2975 -1.7299 -0.0418  -0.102
O -1.5488 -0.6654 0.8761  -0.486
H 1.8216 1.9859 0.8071  0.258
H 2.3602 0.5242 1.7153  0.231
H 0.6044 0.9287 1.7877  0.245
H 0.3286 0.0769 -1.9175  0.213
H -1.0579 1.9345 -0.4505  0.473
H -2.1232 -0.0044 -1.0390  0.190
H -2.1870 -2.2804 -0.3513  0.185
H -0.4217 -2.2587 0.1862  0.205

The LUMO energy comes out at -0.24 eV. As for the SMILES: CC(=S)[C@H](O)[C@H]1CO1. The calculation puts the energy at -20242.615 eV. The gap between HOMO and LUMO is 0.31537 hartree. The calculation puts the HOMO energy at -8.8 eV.



[2]
C5H8O3 as an isolated structure at a distorted geometry, computed with ωB97M-V/def2-TZVPD.

Each line ends with the natural charge from an NBO analysis.
Cartesian coordinates (Å):
C -1.7797 -0.1275 0.5250  -0.055
C -0.8045 0.5942 -0.4897  -0.426
C 0.6452 0.3907 -0.2608  -0.158
C 1.5277 1.3118 0.0122  -0.309
C 1.1720 -0.9674 -0.2527  0.752
H -1.0297 -1.9433 0.0854  0.490
H -2.5207 0.5149 0.1712  0.164
H -1.5488 0.2009 1.4753  0.153
H -1.1568 0.2420 -1.6624  0.234
H -1.1869 1.4700 -0.4418  0.206
H 1.0513 2.5387 -0.1460  0.217
H 2.5333 1.1326 0.0441  0.196
H 2.4554 -0.5180 1.0081  0.469
O -2.1819 -1.3585 0.1256  -0.706
O 2.2504 -1.4409 0.4879  -0.620
O 0.5736 -2.0402 -0.6814  -0.607

The LUMO energy comes out at -0.55 eV. The calculation puts the energy at -11451.631 eV. The gap between HOMO and LUMO is 0.33653 hartree. The calculation puts the HOMO energy at -9.7 eV.



[3]
An isolated molecule of C5H8O3 at a distorted geometry, computed with ωB97M-V/def2-TZVPD.

Each line ends with the natural charge from an NBO analysis.
Cartesian coordinates (Å):
C 1.9605 0.1507 -0.2822  0.197
O 1.0496 1.3427 -0.2428  -0.540
C -0.0948 1.1234 0.4382  0.363
C -1.4123 0.5463 -0.4157  -0.455
C -0.9942 -0.9898 -0.4607  -0.482
C 0.1590 -1.0047 0.5969  0.333
O 1.3651 -1.1641 -0.1458  -0.539
O 0.0629 0.0628 1.3826  -0.509
H 2.5107 0.2927 -1.1594  0.194
H 2.4133 0.0554 0.7602  0.181
H -0.3495 1.9101 1.1408  0.172
H -1.4455 1.0841 -1.4894  0.216
H -2.3424 0.9513 0.1127  0.218
H -1.9748 -1.2347 -0.0471  0.228
H -0.6975 -1.3530 -1.4278  0.235
H -0.2101 -1.7732 1.2395  0.187

The LUMO energy comes out at 0.91 eV. As for the SMILES: C1O[C@H]2CC[C@@H](O1)O2. The calculation puts the energy at -11453.861 eV. The gap between HOMO and LUMO is 0.38552 hartree. The calculation puts the HOMO energy at -9.6 eV.



[4]
An isolated molecule of C5H8O3 at a distorted geometry, computed with ωB97M-V/def2-TZVPD.

Each line ends with the natural charge from an NBO analysis.
Cartesian coordinates (Å):
C -1.6558 0.1473 0.5399  0.092
C -1.0705 1.3708 0.5119  -0.019
O 0.1365 1.4570 -0.1953  -0.572
C 1.3568 0.7958 0.1799  0.237
O 1.7210 -0.1804 -0.5701  -0.520
C 0.6623 -0.8799 -0.9760  -0.150
C -0.0454 -1.5400 0.2070  -0.118
O -1.4099 -1.0663 0.1540  -0.506
H -2.6479 0.5442 1.1647  0.180
H -1.5552 2.2462 1.1624  0.220
H 1.6184 0.4724 1.4344  0.127
H 2.2465 1.5716 -0.0973  0.172
H 1.1839 -1.5329 -1.6853  0.216
H -0.2405 -0.2415 -1.0939  0.224
H 0.5433 -1.3433 1.1275  0.208
H -0.2147 -2.7636 0.1023  0.209

The LUMO energy comes out at 0.91 eV. As for the SMILES: C1=C\OCOCCO/1. The calculation puts the energy at -11450.756 eV. The gap between HOMO and LUMO is 0.36057 hartree. The calculation puts the HOMO energy at -8.9 eV.



[5]
A 2-piece molecular cluster, C5H8O3 overall at a distorted geometry, computed with ωB97M-V/def2-TZVPD.

Each line ends with the natural charge from an NBO analysis.
Cartesian coordinates (Å):
C -2.0790 0.4412 0.2666  -0.629
C -0.8121 -0.2513 -0.1874  0.208
C -0.0232 -0.9010 0.9275  -0.623
C -0.2556 0.1115 -1.4977  -0.096
O -0.8816 -1.1236 -1.3816  -0.509
H -1.8373 1.2889 0.9036  0.217
H -2.6700 0.8007 -0.5724  0.220
H -2.7293 -0.2265 0.8292  0.213
H 0.7715 -1.5084 0.5009  0.222
H -0.6624 -1.5614 1.5110  0.216
H 0.3901 -0.1236 1.5664  0.212
H -0.8101 0.8128 -2.1172  0.171
H 0.8073 0.0837 -1.7131  0.178
O 2.5199 0.9933 0.0465  -0.515
C 3.5705 0.6886 0.4202  1.017
O 4.7013 0.4750 0.4975  -0.501

The LUMO energy comes out at 0.28 eV. As for the SMILES: CC1(C)CO1.O=C=O. The calculation puts the energy at -11456.608 eV. The gap between HOMO and LUMO is 0.37619 hartree. The calculation puts the HOMO energy at -10.0 eV.



[6]
A 2-piece molecular cluster, C5H8O4 overall at a distorted geometry, computed with ωB97M-V/def2-TZVPD.

Each line ends with the natural charge from an NBO analysis.
Cartesian coordinates (Å):
C -2.5695 -0.4951 -2.6877  -0.765
C -2.3560 -0.7553 -1.1021  0.788
O -1.4617 -0.1723 -0.5057  -0.796
O -3.2116 -1.5821 -0.6731  -0.802
H -1.8089 -0.7992 -3.4083  0.187
H -2.5872 0.6069 -2.7453  0.188
H -3.5489 -0.9142 -2.9092  0.206
C 1.2818 0.1025 1.2298  -0.509
C 2.1760 1.2005 0.6212  -0.599
C 1.7038 -0.2816 2.6395  0.719
O 1.9824 0.5219 3.5229  -0.601
O 1.7757 -1.5370 2.8301  -0.181
H 0.2411 0.4275 1.2400  0.296
H 1.3686 -0.8018 0.6108  0.231
H 1.8149 1.3696 -0.3980  0.227
H 3.2387 0.9948 0.5694  0.199
H 1.9609 2.1148 1.1656  0.213

The LUMO energy (alpha / beta) comes out at 3.33 / -0.27 eV. The calculation puts the energy at -13504.401 eV. As for the total charge: -1. The spin multiplicity is 2. The gap between HOMO and LUMO (alpha / beta) is 0.26945 / 0.13713 hartree. The calculation puts the HOMO energy (alpha / beta) at -4.0 / -4.0 eV.



Energy above the lowest of the compared OMol25 structures with the same formula, charge and spin (computed, kJ/mol): 223.2, 568.1, 352.9, 652.6, 87.9, 19.7